Entry 1:
This record from the Open Molecules 2025 dataset describes a structure of composition C37H64CsF6GeN5O3P at a distorted geometry. The level of theory is the ωB97M-V functional and the def2-TZVPD basis.

CARTESIAN COORDINATES (ANGSTROEM)
Cs (-0.175, -1.706, 0.706)
C (0.275, -5.111, 1.265)
C (1.591, -4.649, 1.900)
C (2.771, -4.948, 0.986)
C (1.786, -5.344, 3.245)
O (1.567, -3.217, 2.081)
Ge (1.068, -2.270, 3.551)
O (-0.726, -2.186, 3.202)
C (-1.775, -1.783, 4.096)
C (-1.629, -2.496, 5.436)
C (-1.732, -0.271, 4.284)
C (-3.077, -2.206, 3.423)
O (1.500, -0.640, 2.941)
C (2.748, 0.059, 3.103)
C (3.480, 0.005, 1.766)
C (3.587, -0.597, 4.196)
C (2.412, 1.489, 3.491)
H (0.238, -6.200, 1.236)
H (0.156, -4.746, 0.240)
H (-0.566, -4.753, 1.862)
H (2.875, -6.023, 0.841)
H (3.692, -4.565, 1.428)
H (2.631, -4.480, 0.011)
H (1.885, -6.421, 3.112)
H (0.926, -5.164, 3.897)
H (2.686, -4.970, 3.737)
H (-0.695, -2.204, 5.924)
H (-1.619, -3.577, 5.288)
H (-2.452, -2.244, 6.105)
H (-0.779, 0.038, 4.717)
H (-2.534, 0.055, 4.947)
H (-1.841, 0.237, 3.323)
H (-3.098, -3.287, 3.286)
H (-3.175, -1.735, 2.443)
H (-3.926, -1.916, 4.042)
H (3.634, -1.033, 1.463)
H (4.452, 0.493, 1.848)
H (2.903, 0.520, 0.995)
H (3.834, -1.629, 3.926)
H (3.043, -0.599, 5.143)
H (4.521, -0.055, 4.340)
H (1.808, 1.958, 2.716)
H (3.320, 2.079, 3.616)
H (1.851, 1.504, 4.427)
C (4.267, 4.273, -0.468)
C (3.106, 4.316, 0.486)
C (3.043, 5.251, 1.509)
C (1.970, 5.280, 2.387)
C (0.949, 4.355, 2.248)
C (0.976, 3.402, 1.236)
C (-0.092, 2.348, 1.149)
C (2.054, 3.404, 0.347)
N (2.172, 2.414, -0.655)
C (1.616, 2.535, -1.783)
C (0.767, 3.681, -2.256)
C (1.864, 1.435, -2.774)
C (3.264, 1.369, -3.319)
N (0.876, 0.707, -3.074)
C (0.969, -0.449, -3.881)
C (1.661, -1.597, -3.476)
C (2.442, -1.677, -2.188)
C (1.607, -2.725, -4.291)
C (0.898, -2.726, -5.475)
C (0.200, -1.587, -5.853)
C (0.208, -0.455, -5.059)
C (-0.622, 0.743, -5.428)
H (5.089, 4.887, -0.103)
H (3.985, 4.645, -1.456)
H (4.622, 3.249, -0.600)
H (3.851, 5.965, 1.619)
H (1.934, 6.015, 3.180)
H (0.115, 4.362, 2.939)
H (-1.008, 2.688, 1.634)
H (0.234, 1.433, 1.658)
H (-0.325, 2.071, 0.124)
H (0.584, 4.398, -1.458)
H (-0.178, 3.289, -2.636)
H (1.260, 4.191, -3.087)
H (3.947, 1.033, -2.537)
H (3.589, 2.365, -3.624)
H (3.324, 0.691, -4.168)
H (2.239, -0.839, -1.527)
H (3.514, -1.709, -2.391)
H (2.195, -2.601, -1.660)
H (2.132, -3.620, -3.977)
H (0.878, -3.610, -6.097)
H (-0.383, -1.588, -6.766)
H (-0.939, 0.689, -6.469)
H (-0.088, 1.680, -5.276)
H (-1.519, 0.765, -4.801)
C (-5.881, 1.603, -0.048)
N (-4.468, 1.429, -0.365)
C (-3.733, 0.669, 0.651)
C (-3.905, 1.644, -1.559)
N (-2.542, 1.601, -1.542)
N (-4.553, 1.985, -2.677)
C (-3.772, 2.581, -3.765)
C (-5.954, 1.736, -3.015)
H (-5.960, 1.685, 1.033)
H (-6.479, 0.746, -0.358)
H (-6.272, 2.516, -0.489)
H (-3.944, 1.088, 1.632)
H (-2.672, 0.673, 0.432)
H (-4.063, -0.371, 0.611)
H (-2.120, 1.370, -2.442)
H (-3.021, 3.268, -3.380)
H (-4.450, 3.152, -4.394)
H (-3.294, 1.813, -4.377)
H (-6.366, 0.918, -2.441)
H (-5.983, 1.440, -4.062)
H (-6.566, 2.630, -2.891)
F (-1.087, -0.876, -1.370)
P (-2.114, -2.072, -1.902)
F (-3.374, -1.065, -1.652)
F (-3.085, -3.238, -2.354)
F (-1.961, -1.518, -3.390)
F (-0.821, -3.021, -2.049)
F (-2.250, -2.544, -0.327)

- ΔE to the lowest compared entry with this formula, charge and spin (kJ/mol) = 127.0
- net charge = +1
- highest occupied orbital energy (alpha / beta) (eV) = -9.985 / -9.985
- 2S+1 = 1
- LUMO (alpha / beta) (eV) = -5.398 / -4.373

***

Entry 2:
This record from the Open Molecules 2025 dataset describes a structure of composition C37H66BaN6O4Si at a distorted geometry. The level of theory is the ωB97M-V functional and the def2-TZVPD basis.

CARTESIAN COORDINATES (ANGSTROEM)
Ba (1.380, -0.371, -0.620)
C (-5.386, -3.209, 2.063)
C (-4.089, -2.872, 2.820)
C (-3.730, -4.028, 3.764)
C (-4.333, -1.615, 3.657)
C (-2.979, -2.666, 1.799)
C (-2.416, -1.460, 1.564)
C (-1.546, -1.292, 0.432)
N (-1.352, -0.138, -0.132)
C (-1.365, 1.024, 0.613)
C (-2.250, 2.066, 0.324)
C (-2.203, 3.256, 1.023)
C (-1.176, 3.401, 1.972)
C (-0.207, 2.451, 2.224)
C (-0.246, 1.195, 1.519)
O (0.672, 0.305, 1.554)
C (0.885, 2.702, 3.267)
C (2.239, 2.813, 2.550)
C (0.937, 1.553, 4.288)
C (0.647, 3.997, 4.048)
C (-3.255, 4.355, 0.868)
C (-2.591, 5.707, 0.565)
C (-4.245, 4.052, -0.259)
C (-4.044, 4.465, 2.184)
C (-0.970, -2.492, -0.213)
O (0.118, -2.357, -0.789)
C (-1.660, -3.757, -0.011)
C (-2.596, -3.791, 0.971)
C (-1.257, -4.997, -0.805)
C (-1.141, -4.679, -2.305)
C (0.093, -5.495, -0.262)
C (-2.290, -6.116, -0.651)
H (-6.211, -3.333, 2.766)
H (-5.285, -4.133, 1.490)
H (-5.640, -2.405, 1.370)
H (-4.514, -4.151, 4.513)
H (-2.789, -3.828, 4.280)
H (-3.633, -4.974, 3.230)
H (-5.106, -1.816, 4.400)
H (-4.677, -0.788, 3.034)
H (-3.427, -1.306, 4.182)
H (-2.711, -0.560, 2.086)
H (-3.025, 1.863, -0.406)
H (-1.155, 4.316, 2.550)
H (2.457, 1.899, 2.005)
H (3.037, 2.994, 3.277)
H (2.227, 3.646, 1.840)
H (1.115, 0.605, 3.787)
H (-0.005, 1.492, 4.839)
H (1.744, 1.728, 5.004)
H (0.703, 4.876, 3.401)
H (1.421, 4.098, 4.812)
H (-0.323, 3.987, 4.548)
H (-2.119, 5.697, -0.421)
H (-1.833, 5.960, 1.307)
H (-3.343, 6.500, 0.569)
H (-3.735, 3.928, -1.217)
H (-4.951, 4.879, -0.356)
H (-4.818, 3.147, -0.049)
H (-3.389, 4.729, 3.014)
H (-4.517, 3.509, 2.416)
H (-4.824, 5.226, 2.103)
H (-3.098, -4.730, 1.161)
H (-0.353, -3.958, -2.504)
H (-2.086, -4.280, -2.681)
H (-0.915, -5.593, -2.858)
H (0.836, -4.700, -0.286)
H (0.457, -6.331, -0.865)
H (-0.015, -5.835, 0.771)
H (-3.286, -5.776, -0.947)
H (-2.334, -6.496, 0.371)
H (-2.011, -6.948, -1.298)
C (5.833, 2.221, -1.348)
N (4.563, 2.825, -1.686)
C (4.525, 3.682, -2.864)
C (3.417, 2.336, -1.116)
N (3.305, 1.276, -0.415)
N (2.335, 3.214, -1.244)
C (0.991, 2.907, -1.338)
N (0.181, 4.017, -1.221)
N (0.578, 1.730, -1.615)
H (6.626, 2.941, -1.547)
H (6.034, 1.314, -1.928)
H (5.852, 1.974, -0.286)
H (4.624, 4.743, -2.606)
H (3.604, 3.528, -3.421)
H (5.351, 3.422, -3.525)
H (4.146, 0.708, -0.419)
H (2.569, 4.185, -1.360)
H (0.523, 4.753, -0.623)
H (-0.783, 3.786, -1.028)
H (-0.434, 1.698, -1.707)
C (3.129, 0.492, -5.076)
Si (2.331, -0.935, -4.105)
C (3.084, -2.545, -4.779)
C (0.495, -0.992, -4.589)
O (2.564, -0.755, -2.545)
H (2.968, 0.408, -6.153)
H (4.209, 0.513, -4.898)
H (2.717, 1.451, -4.747)
H (2.990, -2.609, -5.866)
H (2.582, -3.415, -4.347)
H (4.147, -2.613, -4.529)
H (0.373, -1.004, -5.675)
H (-0.045, -0.125, -4.197)
H (0.018, -1.890, -4.187)
C (4.934, -3.486, -0.969)
C (3.582, -3.282, -0.300)
O (3.209, -1.911, -0.272)
H (5.252, -4.527, -0.901)
H (5.687, -2.862, -0.484)
H (4.872, -3.201, -2.021)
H (3.615, -3.625, 0.735)
H (2.823, -3.860, -0.838)
H (3.119, -1.631, -1.222)

- ΔE to the lowest compared entry with this formula, charge and spin (kJ/mol) = 256.5
- net charge = 0
- highest occupied orbital energy (eV) = -6.645
- 2S+1 = 1
- LUMO (eV) = -1.405

***

Entry 3:
This record from the Open Molecules 2025 dataset describes a cluster of 7 separate species, C37H66Cl6N5O3 in total at a distorted geometry. The level of theory is the ωB97M-V functional and the def2-TZVPD basis.

CARTESIAN COORDINATES (ANGSTROEM)
C (-3.245, 2.145, 1.464)
Cl (-4.667, 3.087, 1.944)
Cl (-1.848, 2.473, 2.468)
Cl (-2.877, 2.385, -0.340)
H (-3.516, 1.106, 1.653)
C (-0.331, -0.501, 0.875)
Cl (0.832, 0.799, 0.421)
Cl (0.318, -1.609, 2.081)
Cl (-0.958, -1.313, -0.540)
H (-1.204, -0.077, 1.371)
C (0.820, 2.676, 8.092)
C (1.505, 3.582, 7.054)
C (2.944, 3.301, 7.394)
C (3.947, 3.574, 6.293)
C (3.453, 2.907, 5.034)
C (2.069, 3.342, 4.545)
N (1.168, 3.113, 5.696)
O (-0.284, 3.311, 5.327)
C (2.105, 4.746, 3.940)
C (1.813, 2.416, 3.317)
C (1.049, 5.058, 7.397)
H (-0.226, 2.943, 7.940)
H (1.217, 2.979, 9.061)
H (1.072, 1.629, 7.926)
H (3.188, 4.068, 8.129)
H (3.121, 2.263, 7.675)
H (4.975, 3.287, 6.514)
H (3.951, 4.639, 6.059)
H (3.454, 1.830, 5.205)
H (4.146, 2.991, 4.196)
H (2.161, 5.562, 4.661)
H (2.926, 4.742, 3.223)
H (1.130, 4.906, 3.482)
H (0.898, 2.517, 2.734)
H (2.572, 2.518, 2.542)
H (1.926, 1.364, 3.577)
H (1.707, 5.764, 6.890)
H (0.993, 5.335, 8.450)
H (0.075, 5.288, 6.965)
C (-1.217, 0.964, -3.476)
C (-2.064, -0.144, -4.412)
C (-3.393, -0.224, -3.633)
C (-4.422, 0.822, -3.968)
C (-4.555, 0.828, -5.485)
C (-3.276, 1.107, -6.283)
N (-2.232, 0.150, -5.819)
O (-0.890, 0.305, -6.516)
C (-3.656, 0.602, -7.673)
C (-2.916, 2.630, -6.187)
C (-1.270, -1.492, -4.271)
H (-0.234, 1.139, -3.914)
H (-0.940, 0.580, -2.494)
H (-1.757, 1.911, -3.460)
H (-3.874, -1.144, -3.965)
H (-3.225, -0.234, -2.556)
H (-4.174, 1.809, -3.577)
H (-5.331, 0.495, -3.464)
H (-5.253, 1.651, -5.638)
H (-5.009, -0.116, -5.786)
H (-3.942, -0.447, -7.744)
H (-4.335, 1.295, -8.171)
H (-2.732, 0.613, -8.250)
H (-1.980, 2.798, -5.655)
H (-2.914, 3.114, -7.164)
H (-3.618, 3.167, -5.550)
H (-0.329, -1.610, -4.807)
H (-1.987, -2.122, -4.798)
H (-1.189, -1.892, -3.261)
C (1.947, -3.453, -3.887)
C (3.319, -2.572, -3.988)
C (3.044, -1.025, -4.247)
C (2.511, -0.245, -3.021)
C (3.559, -0.545, -1.873)
C (3.836, -2.024, -1.557)
N (4.214, -2.643, -2.827)
O (4.857, -3.992, -2.637)
C (5.141, -1.924, -0.658)
C (2.799, -2.674, -0.662)
C (4.087, -3.051, -5.276)
H (1.141, -2.986, -3.320)
H (2.150, -4.373, -3.339)
H (1.625, -3.802, -4.868)
H (3.953, -0.544, -4.607)
H (2.430, -0.919, -5.141)
H (1.470, -0.393, -2.732)
H (2.462, 0.825, -3.223)
H (3.100, -0.192, -0.950)
H (4.488, -0.058, -2.167)
H (5.409, -2.908, -0.273)
H (6.098, -1.608, -1.073)
H (4.987, -1.271, 0.201)
H (1.986, -3.080, -1.263)
H (3.340, -3.477, -0.162)
H (2.499, -1.917, 0.062)
H (4.005, -4.138, -5.298)
H (5.142, -2.797, -5.178)
H (3.654, -2.801, -6.244)
N (-0.924, -4.473, 1.802)
C (-2.163, -5.069, 2.043)
C (-1.850, -6.409, 2.274)
C (-0.460, -6.623, 2.070)
C (0.055, -5.367, 1.967)
H (-0.834, -3.491, 1.582)
H (-3.055, -4.462, 2.093)
H (-2.521, -7.198, 2.582)
H (0.097, -7.547, 2.045)
H (1.040, -4.964, 1.785)
N (-5.799, -0.554, 2.751)
C (-5.182, -0.991, 1.643)
C (-4.043, -1.766, 1.911)
C (-3.999, -1.725, 3.332)
C (-5.104, -0.965, 3.836)
H (-6.650, -0.012, 2.806)
H (-5.629, -0.582, 0.749)
H (-3.253, -2.168, 1.294)
H (-3.261, -2.034, 4.057)
H (-5.389, -0.721, 4.848)

- ΔE to the lowest compared entry with this formula, charge and spin (kJ/mol) = 85.3
- net charge = 0
- highest occupied orbital energy (alpha / beta) (eV) = -8.049 / -8.049
- 2S+1 = 4
- LUMO (alpha / beta) (eV) = 0.236 / -0.766

***

Entry 4:
This record from the Open Molecules 2025 dataset describes a cluster of 4 separate species, C37H66FN2O10 in total at a distorted geometry. The level of theory is the ωB97M-V functional and the def2-TZVPD basis.

CARTESIAN COORDINATES (ANGSTROEM)
C (-2.069, -3.136, 1.353)
C (-2.089, -1.934, 1.594)
N (-2.183, -0.513, 1.999)
C (-3.436, 0.014, 1.359)
N (-3.449, -0.059, -0.122)
C (-2.353, -0.527, 3.500)
C (-2.366, 0.904, 4.190)
C (-1.802, 0.676, 5.687)
C (-1.453, 1.742, 6.553)
C (-3.804, 1.574, 4.357)
C (-4.969, 0.596, 4.773)
C (-6.268, 0.704, 3.989)
C (-7.489, -0.142, 4.256)
C (-7.423, -1.195, 5.333)
C (-6.119, -1.337, 6.113)
C (-4.915, -0.455, 5.857)
C (-1.391, 2.004, 3.532)
C (-1.109, 1.836, 1.966)
C (-0.933, 0.254, 1.698)
C (-0.279, -0.030, 0.272)
C (1.102, -0.812, 0.329)
O (1.441, -1.420, -0.663)
F (1.960, -0.826, 1.439)
H (-1.953, -4.176, 0.923)
H (-4.288, -0.660, 1.723)
H (-3.726, 1.063, 1.664)
H (-2.949, 0.794, -0.442)
H (-4.430, 0.137, -0.394)
H (-1.440, -1.081, 3.915)
H (-3.240, -1.191, 3.730)
H (-1.661, -0.380, 6.106)
H (-0.666, 2.513, 6.301)
H (-2.024, 1.865, 7.523)
H (-3.702, 2.355, 5.190)
H (-4.126, 2.175, 3.437)
H (-6.326, 1.468, 3.154)
H (-8.448, 0.002, 3.662)
H (-8.326, -1.855, 5.514)
H (-6.063, -2.134, 6.910)
H (-3.990, -0.586, 6.488)
H (-0.383, 2.092, 4.065)
H (-1.908, 3.015, 3.676)
H (-1.901, 2.310, 1.312)
H (-0.092, 2.283, 1.694)
H (-0.159, -0.079, 2.475)
H (-0.933, -0.582, -0.464)
H (-0.044, 0.984, -0.208)
C (1.578, -4.260, -2.743)
O (1.607, -3.558, -3.969)
C (2.433, -2.399, -3.914)
C (2.954, -2.050, -5.302)
O (4.046, -2.866, -5.721)
C (3.733, -4.220, -6.054)
C (2.965, -4.362, -7.360)
O (1.590, -4.047, -7.166)
C (0.967, -3.589, -8.351)
H (1.139, -3.637, -1.958)
H (0.966, -5.154, -2.875)
H (2.587, -4.575, -2.457)
H (3.279, -2.558, -3.237)
H (1.817, -1.574, -3.535)
H (3.354, -1.032, -5.262)
H (2.158, -2.045, -6.048)
H (3.229, -4.722, -5.227)
H (4.700, -4.715, -6.181)
H (3.019, -5.399, -7.709)
H (3.408, -3.704, -8.116)
H (1.473, -2.692, -8.726)
H (-0.064, -3.326, -8.113)
H (0.971, -4.372, -9.115)
C (9.200, -0.943, 4.888)
O (7.872, -1.234, 4.496)
C (6.915, -0.793, 5.451)
C (5.575, -0.526, 4.778)
O (5.527, 0.721, 4.082)
C (6.281, 0.797, 2.871)
C (5.679, -0.007, 1.728)
O (5.980, -1.390, 1.878)
C (5.021, -2.222, 1.255)
H (9.452, -1.477, 5.809)
H (9.869, -1.269, 4.090)
H (9.331, 0.135, 5.027)
H (7.259, 0.120, 5.951)
H (6.799, -1.590, 6.194)
H (4.817, -0.446, 5.563)
H (5.272, -1.350, 4.131)
H (7.327, 0.541, 3.042)
H (6.257, 1.853, 2.584)
H (6.110, 0.323, 0.776)
H (4.593, 0.151, 1.706)
H (4.028, -2.040, 1.678)
H (5.291, -3.259, 1.451)
H (5.009, -2.051, 0.174)
C (-2.474, 6.842, -4.519)
O (-2.279, 5.443, -4.609)
C (-1.441, 4.944, -3.576)
C (-1.750, 3.479, -3.301)
O (-2.925, 3.283, -2.510)
C (-4.171, 3.547, -3.159)
C (-4.545, 2.504, -4.203)
O (-3.821, 2.725, -5.406)
C (-3.653, 1.540, -6.163)
H (-1.524, 7.369, -4.647)
H (-3.159, 7.141, -5.313)
H (-2.927, 7.106, -3.558)
H (-1.574, 5.524, -2.655)
H (-0.403, 5.042, -3.917)
H (-0.929, 3.070, -2.704)
H (-1.792, 2.892, -4.219)
H (-4.196, 4.558, -3.566)
H (-4.923, 3.509, -2.365)
H (-5.612, 2.585, -4.440)
H (-4.339, 1.502, -3.807)
H (-3.117, 0.785, -5.577)
H (-3.053, 1.780, -7.040)
H (-4.622, 1.149, -6.486)

- ΔE to the lowest compared entry with this formula, charge and spin (kJ/mol) = 338.4
- net charge = +1
- highest occupied orbital energy (eV) = -10.443
- 2S+1 = 1
- LUMO (eV) = -2.938